<w>
Below is C4H3NS2 in the gas phase, with properties calculated with wB97M-V/def2-TZVPD.

```
10
Properties=species:S:1:pos:R:3:mulliken_charge:R:1
C -1.214 0.177 0.683 -0.2589
C -0.627 -0.846 -0.175 -0.0107
C 1.752 -0.382 -0.591 -0.1460
C -1.066 1.430 0.499 0.1167
N 0.504 -0.939 -0.692 -0.3303
S -1.138 2.941 0.245 -0.3364
S 2.860 -1.069 0.379 -0.2787
H -1.755 -0.150 1.457 0.4230
H -1.318 -1.500 -0.489 0.4804
H 2.003 0.338 -1.316 0.3410
```

Summary:
SMILES string: S=C=C/C=N\C=S
Lowest unoccupied orbital energy in eV: -0.774

---

<x>
Below is C4H3NS2 in the gas phase, with properties calculated with wB97M-V/def2-TZVPD.

```
10
Properties=species:S:1:pos:R:3:mulliken_charge:R:1
C 0.200 -0.400 -1.293 -0.0036
C 1.092 -0.514 -0.179 0.0915
C -0.150 0.371 1.658 -0.2837
C -1.022 0.094 -1.246 0.0387
N 0.802 -0.286 1.036 -0.3515
S -2.483 0.585 -1.267 -0.2486
S -0.413 1.987 1.495 -0.2280
H 0.574 -0.747 -2.247 0.3256
H 2.082 -0.903 -0.382 0.3645
H -0.682 -0.188 2.426 0.2950
```

Summary:
SMILES string: S=C=C/C=N\C=S
Lowest unoccupied orbital energy in eV: -0.932

---

<y>
Below is C4H3NS2 in the gas phase, with properties calculated with wB97M-V/def2-TZVPD.

```
10
Properties=species:S:1:pos:R:3:mulliken_charge:R:1
C -1.469 0.944 -0.118 -0.1902
C -1.298 -0.389 -0.045 -0.5633
C -0.192 1.536 -0.139 -0.2919
C 0.781 0.469 0.017 0.2774
N 0.064 -0.673 0.064 -0.0491
S 3.411 -1.200 -0.103 -0.2320
S 2.604 0.608 0.033 0.0168
H -2.503 1.313 -0.146 0.3401
H -1.982 -1.108 0.107 0.4723
H 0.585 -1.499 0.330 0.2200
```

Summary:
Lowest unoccupied orbital energy (alpha / beta) in eV: -2.038 / -1.173

---

The data favor <x>; the next most stable structure lies 0.716 eV above it.

---

<w>
Below is 2 unconnected molecules or ions with the total composition C2H5BrSi, with properties calculated with wB97M-V/def2-TZVPD.

```
9
Properties=species:S:1:pos:R:3:mulliken_charge:R:1
C 0.017 -0.015 -1.279 -0.5582
C -1.024 -0.566 -0.959 0.0041
Si 1.763 0.553 -1.007 0.3903
Br -2.450 -1.223 2.965 -0.1808
H -2.519 -0.166 3.744 0.1779
H -1.964 -0.652 -0.648 0.4081
H 1.575 1.088 0.373 -0.0738
H 1.918 1.578 -1.927 -0.0959
H 2.684 -0.595 -1.261 -0.0717
```

Summary:
SMILES string: C#C[SiH3].Br
Lowest unoccupied orbital energy in eV: 0.810

---

<x>
Below is 2 unconnected molecules or ions with the total composition C2H5BrSi, with properties calculated with wB97M-V/def2-TZVPD.

```
9
Properties=species:S:1:pos:R:3:mulliken_charge:R:1
C 1.182 -0.935 -0.590 -0.3488
C 1.166 0.156 0.110 -0.6734
Si -1.677 1.288 -0.084 0.2393
Br -3.018 -0.535 0.129 -0.2041
H 1.252 -0.822 -1.653 0.2560
H 1.117 -1.972 -0.133 0.2069
H 0.931 -0.002 1.196 0.2941
H 0.987 1.198 -0.383 0.2836
H -1.940 1.624 1.410 -0.0535
```

Summary:
Lowest unoccupied orbital energy in eV: -0.839

---

<y>
Below is 2 unconnected molecules or ions with the total composition C2H5BrSi, with properties calculated with wB97M-V/def2-TZVPD.

```
9
Properties=species:S:1:pos:R:3:mulliken_charge:R:1
C 1.922 -0.475 0.181 -0.5172
C 1.019 0.422 -0.128 -0.1645
Si -2.077 -0.015 -0.087 0.4543
Br 1.352 2.215 -0.477 -0.1233
H 2.897 -0.232 0.468 0.3170
H 1.659 -1.590 0.203 0.1794
H -2.149 -1.082 -0.926 -0.0770
H -1.852 -0.392 1.357 -0.0247
H -2.772 1.149 -0.591 -0.0440
```

Summary:
Lowest unoccupied orbital energy (alpha / beta) in eV: -0.872 / -1.001

---

The data favor <x>; the next most stable structure lies 1.086 eV above it.

---

<w>
Below is CH3F2OPS in the gas phase, with properties calculated with wB97M-V/def2-TZVPD.

```
9
Properties=species:S:1:pos:R:3:mulliken_charge:R:1
C -0.009 0.232 -0.097 -0.6735
O -0.176 1.507 -0.820 -0.3053
F 2.127 0.898 -1.775 -0.2211
F 0.191 0.365 -3.164 -0.2089
P 0.746 1.567 -2.247 0.8017
S 0.758 3.376 -2.868 -0.3055
H 0.504 0.642 0.716 0.2863
H 0.460 -0.615 -0.516 0.3631
H -1.026 0.062 0.165 0.2632
```

Summary:
SMILES string: COP(F)(F)=S
Lowest unoccupied orbital energy in eV: 0.569

---

<x>
Below is a molecular structure, CH3F2OPS, with properties calculated with wB97M-V/def2-TZVPD.

```
9
Properties=species:S:1:pos:R:3:mulliken_charge:R:1
C -1.514 0.106 -0.028 -0.6017
O -0.548 -0.898 0.280 -0.4623
F 2.316 -1.038 1.080 -0.1929
F 2.037 -0.881 -1.284 -0.2165
P 1.472 -0.156 0.053 0.8817
S 1.542 1.749 0.076 -0.2569
H -1.172 1.082 0.439 0.2498
H -2.384 -0.133 0.421 0.3051
H -1.750 0.169 -1.037 0.2937
```

Summary:
Lowest unoccupied orbital energy in eV: -1.016

---

The data favor <w>; the next most stable structure lies 2.039 eV above it.

---

<w>
Below is a molecular structure, H8O4Pd, with properties calculated with wB97M-V/def2-TZVPD.

```
13
Properties=species:S:1:pos:R:3:mulliken_charge:R:1
Pd -0.020 0.090 -0.006 1.7723
O 1.502 0.138 -0.746 -0.7025
H 1.673 0.061 -1.691 0.3654
H 2.184 -0.458 -0.347 0.3959
O 0.185 0.262 1.730 -0.6942
H -0.211 -0.303 2.405 0.3559
H 1.126 0.354 2.010 0.3904
O -0.901 -1.367 -0.168 -0.5831
H -1.512 -1.363 -0.900 0.3464
H -0.919 -2.126 0.420 0.3222
O -0.903 1.275 -0.759 -0.6598
H -0.924 1.414 -1.704 0.3383
H -1.281 2.025 -0.243 0.3528
```

Summary:
Net charge: +2
Lowest unoccupied orbital energy (alpha / beta) in eV: -8.468 / -9.519
2S+1: 3

---

<x>
Below is a molecular structure, H8O4Pd, with properties calculated with wB97M-V/def2-TZVPD.

```
13
Properties=species:S:1:pos:R:3:mulliken_charge:R:1
Pd 16.869 -17.454 -7.876 1.7410
O 16.754 -19.014 -7.283 -0.7124
H 17.641 -19.373 -7.036 0.4016
H 16.104 -19.229 -6.599 0.3786
O 18.637 -17.152 -7.955 -0.6583
H 19.221 -17.723 -8.448 0.3572
H 19.040 -16.286 -8.058 0.3423
O 16.223 -17.182 -9.372 -0.6769
H 15.766 -17.793 -9.943 0.3693
H 16.770 -16.686 -10.022 0.3813
O 16.253 -16.386 -6.778 -0.6863
H 16.581 -15.455 -6.609 0.3791
H 15.295 -16.307 -6.715 0.3835
```

Summary:
Net charge: +2
Lowest unoccupied orbital energy (alpha / beta) in eV: -8.445 / -9.642
2S+1: 3

---

The data favor <w>; the next most stable structure lies 1.218 eV above it.